This record from OMol25 describes a molecular structure, C22H56N3O27P6S4. The level of theory is ωB97M-V with the def2-TZVPD basis set.

LUMO energy   0.8745 eV
HOMO   -6.16 eV
Kohn-Sham gap   7.0 eV
Total charge   -1

```
118
Properties=species:S:1:pos:R:3:forces:R:3
O -3.81362 -9.57438 0.06327 -0.3733 -0.0925 -0.3961
P -4.39474 -8.63294 1.02690 0.6746 -0.4694 -0.3295
O -5.45055 -7.60955 0.37578 0.3591 0.2263 0.3394
O -5.16841 -9.35335 2.22573 -0.0792 0.3840 -0.0908
S -2.86266 -7.42612 1.95069 0.6984 -0.1085 2.0573
O -3.55862 -6.29302 2.52217 -0.4875 0.3689 -0.8965
O -2.34877 -8.32294 2.95393 0.0942 -0.4876 -0.3214
N -1.69036 -7.13527 0.93540 -1.1276 0.0230 -0.6152
S -1.91978 -6.11453 -0.28117 0.9806 1.6544 0.0813
O -2.64117 -4.90128 0.05116 -0.8558 -0.4381 0.3652
O -0.61098 -5.79441 -0.80815 0.2151 -0.6875 -0.2607
C -2.85864 -6.87759 -1.59964 0.0219 -0.1630 -0.7318
C -2.02432 -7.42357 -2.76405 0.1747 -0.5850 -0.0016
C -2.02251 -8.95378 -2.83114 0.1945 0.1500 -0.9434
S -0.95077 -9.77156 -1.62148 -0.1736 0.2205 0.9363
C 0.67229 -9.29043 -2.16602 -0.6675 0.1600 -0.4461
S 1.17852 -9.50405 -3.68036 0.2176 0.3167 -0.1964
N 1.47034 -8.70497 -1.16083 -0.0157 -0.5700 -0.2034
C 1.90044 -7.40489 -1.04701 0.2825 0.0152 0.1207
C 2.60095 -7.38301 0.11493 0.1507 0.5304 -0.0479
N 2.63703 -8.61682 0.71227 0.2401 0.0522 0.1521
C 1.95062 -9.38334 -0.07594 -0.3546 -0.2224 -0.0017
H -5.26994 -6.73520 0.76801 -0.2590 0.0930 -0.0489
H -5.91612 -9.82636 1.83426 -0.0481 -0.1269 0.2122
H -3.52539 -7.66043 -1.25109 0.1321 0.0087 0.3057
H -3.49595 -6.08349 -1.98439 0.1008 0.2263 0.2574
H -2.45859 -7.05729 -3.69752 -0.0369 -0.0525 -0.0147
H -0.99023 -7.08129 -2.76010 -0.0700 0.2866 0.1977
H -1.68977 -9.28571 -3.81587 -0.0191 0.0308 -0.0248
H -3.04319 -9.31266 -2.70203 0.1540 -0.3602 0.3584
H 1.67873 -6.61579 -1.73896 -0.2158 -0.1400 -0.1215
H 3.06044 -6.50129 0.52922 0.0903 -0.1198 0.2023
H 1.74561 -10.43559 0.03631 0.0290 -0.0284 0.1415
C -1.56489 -1.71288 3.57209 0.0794 -0.0455 0.2349
O -1.05062 -0.53420 2.91594 -1.1190 -1.7641 -1.4181
P 0.05040 -0.76521 1.74856 3.3814 3.6055 0.4462
O 1.32453 -1.07106 2.43160 -0.3850 -0.7421 0.1661
O -0.04984 0.74310 1.19919 0.2141 -0.0169 -0.1670
C 0.33840 1.80644 2.05770 -0.2032 0.1130 0.1199
O 0.10145 -1.36116 0.27713 -2.0917 -1.1335 0.7283
C -0.07611 -2.80532 0.16198 0.1224 -0.1856 -0.0089
H -2.34435 -1.39182 4.25816 0.0205 0.0824 -0.0322
H -1.99620 -2.40817 2.85224 -0.0346 -0.0134 0.0294
H -0.77013 -2.20746 4.13108 0.0262 0.0057 -0.0436
H 1.11497 1.49909 2.75929 -0.0321 -0.0939 0.0021
H -0.53820 2.16278 2.60284 0.0728 0.0449 0.0988
H 0.72749 2.61668 1.44248 -0.0334 -0.0517 -0.0898
H -0.99897 -3.12319 0.64166 -0.0383 -0.0736 -0.1074
H 0.77109 -3.32437 0.60755 0.0255 0.0748 0.0321
H -0.13378 -3.05331 -0.89133 -0.0222 0.1157 -0.0258
C -1.50096 6.13810 3.18275 0.2680 0.0527 -0.1091
O -1.90873 5.18060 4.18094 -1.9565 2.0420 -0.7750
P -2.27950 5.77191 5.65009 2.9081 -3.7021 3.3589
O -0.94211 6.01237 6.24531 -0.1984 0.9284 -0.3559
O -2.99735 4.43386 6.12883 -0.4053 0.2295 0.4478
C -2.28220 3.20843 5.99895 0.1822 -0.1621 -0.3948
O -3.30621 6.70242 6.47062 -0.6756 0.6184 -2.4554
C -3.22211 8.10420 6.15051 0.0621 0.2288 0.0715
H -1.32815 5.60890 2.25010 -0.0719 -0.1145 0.0556
H -2.28266 6.88301 3.03004 0.0552 0.0290 -0.1397
H -0.57448 6.62713 3.48681 -0.0288 0.0093 0.0705
H -1.20734 3.38764 6.02743 0.0120 -0.0260 -0.0163
H -2.55695 2.76039 5.04488 0.1204 -0.1751 0.0472
H -2.54486 2.54197 6.81687 -0.1962 0.1479 0.0462
H -3.33674 8.25571 5.07607 -0.0013 0.1765 0.0179
H -2.26547 8.50759 6.48313 0.0346 -0.0622 -0.0411
H -4.02588 8.62257 6.66622 -0.0635 -0.1532 0.0450
C 4.42249 9.41045 0.46022 -0.2253 0.1709 0.0930
O 4.21454 8.25914 1.29313 2.0734 -0.3954 -2.0419
P 3.67921 6.88836 0.57608 -4.8899 -1.8822 3.3612
O 2.23668 7.18799 0.36417 0.4316 0.6945 -0.6872
O 3.99278 5.96502 1.83507 0.1388 -0.1270 -0.1517
C 3.37434 6.27284 3.08633 0.0961 0.1026 0.3046
O 3.94687 5.66905 -0.44930 2.4284 1.6714 -0.5778
C 4.03865 5.98614 -1.85042 -0.2051 -0.0736 -0.1372
H 4.85347 10.19137 1.08128 -0.0033 -0.0528 0.0598
H 5.11479 9.18981 -0.35267 0.0266 0.0514 0.0058
H 3.47105 9.75479 0.05193 -0.0062 -0.0502 -0.0233
H 2.40562 6.75244 2.94912 0.0152 0.0146 -0.1124
H 4.02631 6.91874 3.67389 -0.0147 0.0629 -0.0372
H 3.23134 5.34148 3.62835 0.0366 -0.0807 -0.1296
H 4.79441 6.74968 -2.03745 0.0282 -0.0309 -0.0383
H 3.07031 6.32469 -2.21927 -0.0087 0.0263 0.0585
H 4.32599 5.07668 -2.36968 0.0003 -0.0457 0.0888
C 6.99344 -6.44632 -8.21553 0.1874 0.0287 0.2496
O 6.09081 -7.41663 -7.65792 -0.7606 1.3048 -2.1706
P 4.62061 -6.89731 -7.19647 -1.2067 -2.5100 4.4445
O 4.82121 -6.16998 -5.92934 0.3970 0.7534 -0.6268
O 4.02165 -8.36869 -7.05092 -0.1608 0.0412 0.0299
C 4.57927 -9.25215 -6.07720 0.1198 -0.1769 0.0161
O 3.25233 -6.36567 -7.85288 1.6228 0.4068 -2.0524
C 3.27750 -5.05864 -8.45642 -0.1185 0.1471 0.1672
H 7.88391 -6.97630 -8.54278 -0.0340 -0.0664 0.0258
H 6.54931 -5.94471 -9.07630 0.0413 -0.0086 -0.0275
H 7.26758 -5.70980 -7.45910 -0.0453 0.0076 0.0034
H 4.96819 -8.70631 -5.21804 -0.0161 0.0675 -0.0290
H 5.37127 -9.85002 -6.52974 0.0470 0.0511 -0.0014
H 3.78536 -9.91410 -5.74064 -0.0651 0.0611 -0.0310
H 4.06438 -4.98266 -9.20820 -0.0331 0.0171 -0.0336
H 3.42273 -4.29634 -7.69068 0.0372 -0.0309 0.0186
H 2.31724 -4.90568 -8.94034 -0.0249 -0.0842 0.0287
C -3.89714 11.95562 -0.33093 -0.2098 -0.0755 -0.2060
O -4.20088 11.03673 0.73528 2.2885 1.2443 0.0870
P -3.19455 9.78496 0.95681 -2.7141 -4.1495 1.0772
O -3.49267 8.81769 -0.11650 0.4456 0.6517 -0.5507
O -3.79951 9.40433 2.38882 0.0511 -0.1771 0.1231
C -5.15606 8.97862 2.48679 -0.1976 0.0300 0.1285
O -1.70422 9.49264 1.47783 0.1579 2.5766 -0.5143
C -0.60632 9.90903 0.63677 0.1601 -0.1906 -0.1364
H -4.61772 12.76693 -0.27923 -0.0358 -0.0391 0.0674
H -2.89502 12.37008 -0.21826 -0.0154 0.0403 0.0004
H -3.98430 11.45360 -1.29503 0.0283 -0.0352 0.0203
H -5.49531 8.46764 1.58579 0.1257 0.0407 -0.0775
H -5.80576 9.82932 2.69374 0.0167 0.0349 -0.0510
H -5.21228 8.28287 3.32220 0.0060 -0.0008 0.0111
H -0.67327 10.97083 0.39617 0.0060 0.0220 0.0334
H -0.59561 9.32035 -0.27998 -0.0218 -0.0240 0.0298
H 0.31152 9.73151 1.18941 -0.0549 -0.0989 0.0378
```
Positions in Å, forces in eV/Å.

Atom charges from the Mulliken analysis, given in e for atoms 1 to 99: O -0.50; P 0.68; O -0.51; O -0.50; S 0.85; O -0.61; O -0.73; N -0.27; S 1.30; O -0.77; O -0.59; C -0.46; C -0.66; C -0.94; S 0.01; C -0.04; S -0.22; N 0.32; C -0.12; C -0.55; N -0.69; C -0.07; H 0.40; H 0.34; H -0.02; H 0.48; H 0.42; H 0.23; H 0.58; H 0.42; H 0.44; H 0.41; H 0.41; C -0.73; O -0.20; P 1.04; O -0.68; O -0.39; C -0.64; O -0.32; C -0.55; H 0.22; H 0.32; H 0.33; H 0.35; H 0.22; H 0.24; H 0.12; H 0.38; H 0.27; C -0.61; O -0.25; P 1.03; O -0.67; O -0.37; C -0.62; O -0.32; C -0.23; H 0.32; H 0.10; H 0.37; H 0.33; H 0.22; H 0.26; H -0.15; H 0.33; H 0.27; C -0.70; O -0.30; P 1.01; O -0.54; O -0.36; C -0.53; O -0.28; C -0.69; H 0.26; H 0.30; H 0.27; H 0.20; H 0.26; H 0.25; H 0.31; H 0.30; H 0.24; C -0.73; O -0.28; P 0.99; O -0.63; O -0.32; C -0.64; O -0.23; C -0.70; H 0.24; H 0.30; H 0.33; H 0.35; H 0.26; H 0.18; H 0.30